No. 1
ORCA calculation (wB97M-V/def2-TZVPD) on a structure of composition C32H33BeBrF14MgN3O13S3.

```
101
Properties=species:S:1:pos:R:3
C -4.0723 -0.8293 -0.1303
C -2.9352 -0.4778 0.1718
S -1.6382 0.6504 0.7701
C -0.6734 -0.2108 2.1067
C -1.4904 -0.2483 3.4827
O -1.5228 -1.3175 4.0672
N -2.2296 0.8635 4.0681
C -1.5911 2.1911 3.8164
C -3.6386 0.8169 3.6511
C -0.5304 1.0617 -0.6964
C -0.7130 2.6489 -0.9137
O -0.4861 3.2343 0.3991
C -2.1834 3.0503 -1.3620
F -2.9582 1.9554 -1.7782
F -2.8160 3.6036 -0.2402
F -2.1882 3.9385 -2.4401
H -5.1016 -1.1734 -0.4425
H -0.4194 -1.2824 1.7314
H 0.3390 0.3430 2.3436
H -0.4584 2.1104 3.7123
H -1.9677 2.5695 2.8078
H -1.8912 2.9882 4.5695
H -3.7543 0.1528 2.7299
H -4.3542 0.2980 4.4864
H -4.0944 1.8300 3.4437
H -0.8365 0.4870 -1.6210
H 0.5613 0.8449 -0.4559
H 0.0539 3.0810 -1.6275
H 0.4323 3.0064 0.6721
Br -4.8617 -1.2176 4.9038
Mg 1.2647 -1.4816 1.7807
C 6.1953 -0.2049 -1.1055
C 7.2300 -0.7494 -1.7463
C 7.0993 -2.0419 -2.4553
O 8.0383 -2.5414 -3.0357
C 5.7758 -2.7044 -2.4267
C 4.7435 -2.1584 -1.7860
C 4.8760 -0.8666 -1.0777
O 3.9271 -0.3653 -0.4911
H 6.2728 0.7392 -0.5809
H 8.2026 -0.2779 -1.7772
H 5.6970 -3.6486 -2.9509
H 3.7687 -2.6298 -1.7542
C -0.1409 -6.3085 2.7186
O 1.1062 -6.2042 2.8401
O -0.7851 -5.2032 3.1922
O -0.8288 -7.2218 2.2536
H 0.0588 -4.7779 3.4396
C -2.1818 7.0551 -4.6805
C -3.1262 7.3262 -5.8689
C -3.0911 6.2977 -6.9990
F -1.8804 6.2221 -7.5858
F -3.9681 6.6429 -7.9733
F -2.8945 8.5723 -6.3403
F -4.3961 7.3449 -5.3672
O -0.9389 7.7606 -4.6755
C 0.1277 7.1938 -5.3922
C 0.5986 8.0873 -6.5428
F -0.3930 8.3131 -7.4290
F 1.6089 7.4950 -7.2239
F -0.2015 5.9507 -5.7954
F 1.1365 7.0430 -4.5008
H -2.6992 7.4267 -3.7927
H -2.0448 5.9876 -4.4919
H -3.3682 5.3029 -6.6379
H 0.9474 9.0528 -6.1690
F -5.4082 1.3973 5.9031
C -5.4694 1.5404 7.2461
C -6.3724 2.4354 7.7913
C -6.4392 2.5793 9.1717
C -5.5946 1.8342 9.9887
C -4.6881 0.9419 9.4277
C -4.6281 0.7891 8.0478
H -7.0163 3.0128 7.1385
H -7.1480 3.2717 9.6105
H -5.6446 1.9505 11.0655
H -4.0279 0.3649 10.0650
H -3.9341 0.0920 7.5936
N -1.3725 -10.7963 3.5983
S -1.5139 -12.3434 3.4108
O -1.0248 -13.1836 4.4472
O -1.3831 -12.8588 2.0318
F -3.0789 -12.4796 3.6353
S 0.1428 -10.3256 3.5086
O 0.3569 -9.0032 3.9920
O 0.8700 -10.6691 2.3168
F 0.8682 -11.1891 4.6225
Be -2.0999 -11.5522 1.1173
N 7.9653 -0.0125 -4.4063
C 7.5658 1.2117 -4.7783
C 7.9361 1.8160 -5.9681
C 8.7723 1.1175 -6.8253
C 9.2017 -0.1498 -6.4640
C 8.7712 -0.6674 -5.2526
H 6.9152 1.7201 -4.0730
H 7.5801 2.8074 -6.2177
H 9.0859 1.5565 -7.7656
H 9.8553 -0.7239 -7.1079
H 9.0770 -1.6560 -4.9274
O -2.8685 -13.6576 -0.8883
H -3.1926 -14.5502 -1.0083
```

Output
* energy: -7762.06190 Eh
* ΔE to the lowest compared entry with this formula, charge and spin: 0.00 kcal per mole
* total charge: +1
* orbital gap: 1.9766 eV
* max |F|: 5.838 eV Å⁻¹

---

No. 2
ORCA calculation (wB97M-V/def2-TZVPD) on a structure of composition C32H33CaF4N5O4.

```
79
Properties=species:S:1:pos:R:3
Ca -1.0724 0.1932 -0.7364
C 1.5039 3.9014 -2.1929
C 2.4094 2.9240 -1.4420
N 1.7156 2.2219 -0.3761
C 2.4342 1.0377 0.0771
C 3.8228 1.3063 0.6625
C 1.3206 3.1323 0.6854
C 0.4488 2.5262 1.7800
N -0.6969 1.8969 1.1687
C -1.7840 1.6676 1.8764
C -2.8603 0.9695 1.0569
F -2.9005 1.6922 -0.2127
C -4.3206 0.8265 1.5334
F -5.1984 1.7959 0.9852
C -4.4141 0.8539 3.0036
C -3.3737 1.3316 3.7088
F -3.4862 1.3907 5.0603
C -2.1143 1.7882 3.2088
F -1.1935 2.2022 4.1565
H 1.8997 4.0960 -3.1917
H 1.4233 4.8581 -1.6725
H 0.5011 3.4866 -2.3019
H 3.2816 3.4830 -1.0528
H 2.7979 2.1728 -2.1337
H 2.5189 0.3604 -0.7732
H 1.8200 0.5231 0.8140
H 4.5302 1.6158 -0.1134
H 4.2014 0.4020 1.1327
H 3.7859 2.0931 1.4222
H 0.7248 3.9193 0.2172
H 2.1993 3.6201 1.1484
H 0.1602 3.3536 2.4380
H 1.0280 1.8270 2.4048
H -5.3213 0.5248 3.4904
O -0.6619 2.2186 -4.6730
C -0.4939 1.3827 -3.7779
O -1.2489 1.0684 -2.8168
C 0.8109 0.5736 -3.8213
C 1.7743 0.7920 -4.8007
C 2.9143 0.0078 -4.7917
C 3.0544 -0.9718 -3.8136
C 2.0458 -1.1082 -2.8723
N 0.9559 -0.3447 -2.8718
H 1.5975 1.5649 -5.5357
H 3.6908 0.1520 -5.5347
H 3.9249 -1.6150 -3.7826
H 2.0992 -1.8474 -2.0764
N -0.7049 -1.3065 2.7269
C 0.5948 -1.7325 2.6812
C 1.4747 -1.4323 3.7342
C 2.7667 -1.9301 3.7573
C 3.2245 -2.7311 2.7200
C 2.3574 -3.0172 1.6674
C 1.0544 -2.5392 1.6177
C 0.1519 -2.9856 0.5024
C -0.2235 -4.3332 0.5741
C -0.9909 -4.9125 -0.4227
C -1.3263 -4.1404 -1.5236
C -0.9453 -2.8012 -1.5819
C -0.2391 -2.1240 -0.5578
H -0.9279 -0.5339 3.3327
H -1.2758 -1.3453 1.8921
H 1.1096 -0.8179 4.5509
H 3.4150 -1.6933 4.5935
H 4.2343 -3.1235 2.7236
H 2.6960 -3.6453 0.8491
H 0.0763 -4.9225 1.4364
H -1.3144 -5.9447 -0.3443
H -1.8896 -4.5827 -2.3412
H -1.1908 -2.2557 -2.4980
N -3.5973 -0.9438 -1.4744
C -4.7740 -0.4616 -0.7262
C -4.6573 -0.5284 0.8179
O -5.0807 -1.4948 1.4116
O -2.5114 -0.3020 0.8512
H -3.7911 -0.9304 -2.4676
H -3.3423 -1.8859 -1.1984
H -5.6800 -1.0388 -0.9393
H -4.9475 0.5692 -1.0281
```

Output
* energy: -2891.16243 Eh
* ΔE to the lowest compared entry with this formula, charge and spin: 31.49 kcal per mole
* total charge: -2
* orbital gap: 5.7962 eV
* max |F|: 1.458 eV Å⁻¹